ORCA calculation (wB97M-V/def2-TZVPD) on a 7-piece molecular cluster, C23H55ClN7O8PS2 overall.

Values from the calculation:
Total charge   0
Strongest force on any atom   1.096 eV/Å
Total energy   -95034.856 eV
Structure (SMILES)   CO[C@@](CCO)([PH2]=S)[C@@](N)(S)Cl.CN(C)C=O.CN(C)C=O.CN(C)C=O.CN(C)C=O.CN(C)C=O.CN(C)C=O
E_LUMO   0.16 eV

Structure (XYZ):
```
97
C23H55ClN7O8PS2 (wB97M-V/def2-TZVPD)
C -4.638 -1.827 -1.428
O -3.786 -1.032 -0.594
C -2.461 -0.827 -1.019
C -1.785 -1.986 -1.775
C -1.884 -2.034 -3.297
O -2.858 -3.013 -3.683
P -2.440 0.788 -1.993
S -3.828 1.059 -3.344
C -1.727 -0.569 0.351
N -2.482 0.443 1.103
S -1.460 -2.091 1.312
Cl -0.105 0.115 0.036
H -4.502 -1.610 -2.480
H -5.657 -1.562 -1.155
H -4.490 -2.887 -1.226
H -0.727 -1.977 -1.517
H -2.148 -2.940 -1.399
H -0.910 -2.333 -3.688
H -2.144 -1.080 -3.753
H -2.633 -3.298 -4.577
H -2.513 1.768 -1.008
H -1.166 0.890 -2.558
H -1.815 1.065 1.548
H -2.964 -0.021 1.865
H -2.759 -2.398 1.389
C -4.696 5.644 0.624
N -3.909 5.052 -0.438
C -4.587 4.386 -1.544
C -2.569 5.080 -0.432
O -1.861 4.563 -1.280
H -5.310 4.886 1.113
H -5.351 6.423 0.229
H -4.035 6.089 1.365
H -4.248 3.355 -1.617
H -4.351 4.876 -2.488
H -5.660 4.413 -1.377
H -2.151 5.607 0.444
C 1.040 -7.746 -0.830
N 0.363 -6.464 -0.754
C -0.167 -6.014 0.521
C 0.203 -5.676 -1.826
O -0.368 -4.599 -1.817
H 0.362 -8.550 -0.537
H 1.909 -7.760 -0.173
H 1.367 -7.923 -1.852
H -1.244 -5.856 0.450
H 0.292 -5.069 0.815
H 0.041 -6.768 1.274
H 0.635 -6.107 -2.746
C 1.296 7.041 -3.859
N 1.340 7.375 -2.450
C 0.403 6.731 -1.542
C 2.220 8.260 -1.951
O 2.296 8.571 -0.777
H 0.319 7.285 -4.282
H 1.482 5.976 -4.009
H 2.058 7.606 -4.393
H -0.209 7.486 -1.045
H 0.947 6.179 -0.775
H -0.233 6.048 -2.091
H 2.885 8.690 -2.721
C 3.278 0.041 -1.428
N 3.841 0.531 -2.669
C 5.282 0.654 -2.802
C 3.069 0.884 -3.717
O 3.497 1.301 -4.774
H 3.557 0.699 -0.601
H 3.639 -0.968 -1.216
H 2.194 0.014 -1.506
H 5.559 1.688 -3.011
H 5.642 0.038 -3.626
H 5.754 0.333 -1.877
H 1.989 0.756 -3.520
C 2.508 -3.960 5.044
N 2.153 -5.327 4.701
C 1.072 -5.972 5.425
C 2.784 -6.020 3.744
O 2.506 -7.164 3.421
H 2.806 -3.908 6.094
H 1.666 -3.294 4.876
H 3.335 -3.620 4.426
H 1.432 -6.868 5.931
H 0.278 -6.272 4.743
H 0.672 -5.277 6.159
H 3.591 -5.447 3.257
C 1.651 2.399 3.304
N 1.760 1.132 4.001
C 1.754 1.113 5.454
C 1.866 -0.036 3.344
O 1.962 -1.120 3.892
H 2.482 3.056 3.566
H 0.716 2.900 3.560
H 1.670 2.227 2.229
H 2.676 0.672 5.833
H 0.919 0.517 5.823
H 1.662 2.131 5.823
H 1.858 0.091 2.249
```